Record 1
95
Properties=species:S:1:pos:R:3:forces:R:3:lowdin_charge:R:1 method="wB97M-V/def2-TZVPD" total_charge=-1 gap_ha=0.1617 relative_energy_kcal_mol=0.0 multiplicity=1 e_homo_ha=-0.0828
Tl 0.69602 -0.50338 -0.94049 -0.11 -0.29 -0.12 0.905
C 0.89782 -2.52898 -4.54714 -0.37 0.07 -0.67 -0.040
C 1.44230 -1.12211 -4.41236 0.06 -0.53 0.05 -0.296
C 2.81061 -0.93358 -4.27004 0.19 -0.04 -0.20 -0.059
C 3.33784 0.32858 -4.04220 -0.16 0.43 0.22 -0.278
C 4.82104 0.52141 -3.85625 0.08 -0.37 -0.09 -0.053
C 2.46540 1.41835 -3.93826 -0.65 -0.86 -0.30 -0.015
C 1.07620 1.25132 -4.10475 0.69 0.65 0.03 -0.272
C 0.11879 2.41927 -3.95614 -0.32 -0.03 -0.39 -0.036
C 0.59500 -0.02501 -4.34475 0.09 -0.10 0.04 -0.063
H -0.20444 -2.52801 -4.48050 0.48 -0.04 0.22 0.085
H 1.33414 -3.18862 -3.79001 -0.18 0.07 -0.05 0.074
H 1.12743 -2.95637 -5.54411 0.07 0.19 0.44 0.082
H 3.49308 -1.78393 -4.32322 -0.20 0.10 0.00 0.123
H 5.36396 0.33582 -4.79558 -0.11 0.07 0.24 0.080
H 5.22915 -0.16367 -3.09731 -0.15 0.14 -0.20 0.077
H 5.02091 1.53478 -3.53183 0.16 0.23 0.04 0.065
H 2.86716 2.38566 -3.71779 0.15 0.51 0.11 0.104
H -0.14951 2.93658 -4.90949 0.32 -0.58 0.48 0.090
H 0.52887 3.18256 -3.30238 0.16 0.09 0.16 0.064
H -0.81431 2.05874 -3.51138 0.10 0.09 -0.10 0.053
H -0.46458 -0.17874 -4.40779 -0.50 -0.01 -0.02 0.104
N 1.12545 -3.67955 2.81532 -0.25 -0.82 1.45 0.088
C 0.48238 -3.29370 3.94856 -0.15 0.05 -0.41 -0.240
C 0.63153 -3.98836 5.18733 0.07 -0.27 -0.73 -0.038
C -0.01325 -3.57297 6.32013 -0.12 0.56 0.30 -0.117
C -0.82024 -2.43020 6.29781 0.13 0.05 -0.32 -0.125
C -0.98240 -1.75718 5.10041 -0.24 -0.03 -0.05 -0.116
C -0.37619 -2.17962 3.92926 0.33 0.29 0.04 -0.326
S -0.56864 -1.27297 2.38581 -0.39 -0.06 0.79 0.982
N 0.04239 -2.18550 1.26063 -0.16 -0.39 -0.75 -0.351
C 1.14379 -2.99940 1.57172 0.97 -0.33 0.05 -0.393
C 2.14667 -3.33319 0.69749 -0.93 1.09 0.06 -0.267
C 3.06731 -4.42388 0.89690 1.07 -0.23 -0.30 -0.070
C 4.06145 -4.63953 -0.00508 -0.11 0.33 -0.96 -0.126
C 4.18422 -3.82229 -1.19128 -0.05 -0.24 0.96 -0.133
C 3.26104 -2.81259 -1.31448 -0.98 0.00 0.23 -0.242
N 2.24515 -2.56480 -0.47187 0.68 -0.37 -0.25 -0.075
H 1.76554 -4.44428 2.98619 -0.12 0.26 -0.51 0.112
H 1.23575 -4.89093 5.20107 0.08 0.09 0.00 0.103
H 0.12871 -4.07003 7.27286 0.06 -0.24 -0.15 0.096
H -1.29379 -2.04402 7.18066 -0.12 -0.05 0.29 0.083
H -1.61247 -0.88229 5.08458 -0.15 0.24 -0.11 0.104
H 3.06023 -5.07853 1.75794 -0.27 0.03 0.09 0.077
H 4.74478 -5.47379 0.10932 0.00 0.00 0.20 0.085
H 4.95662 -3.96766 -1.92382 0.18 -0.08 -0.11 0.060
H 3.25318 -2.16159 -2.18614 0.20 0.00 0.02 0.060
S 2.20885 4.52403 0.84238 -0.44 0.18 -0.01 1.041
C 1.16382 3.24873 0.27146 0.84 -0.50 -0.02 -0.422
N 1.75288 2.13330 0.00166 -0.08 0.31 0.23 -0.013
C 3.11195 2.20842 0.26011 0.41 -0.63 -0.33 -0.309
C 4.02939 1.14510 0.05941 -0.59 0.84 0.40 -0.001
C 5.34679 1.37187 0.38882 0.32 0.38 -0.39 -0.081
C 5.78166 2.63963 0.83184 -0.51 0.06 0.05 -0.083
C 4.88004 3.69538 1.00893 1.39 -1.15 -0.27 -0.099
C 3.55345 3.45536 0.71929 -0.43 -0.13 -0.01 -0.502
H 0.10436 3.36282 0.17704 -0.47 0.21 -0.03 0.080
H 3.67276 0.19936 -0.32237 0.03 -0.14 0.00 0.086
H 6.09019 0.60436 0.19651 -0.13 -0.02 0.19 0.104
H 6.84326 2.78327 1.02479 -0.24 0.08 0.02 0.098
H 5.27342 4.64108 1.31170 -0.11 0.54 0.22 0.096
C 0.61200 0.04384 2.69890 0.48 0.00 0.39 -0.244
H 1.60658 -0.42995 2.62214 -0.27 0.31 0.04 0.070
H 0.44403 0.80024 1.93369 0.02 -0.07 -0.03 0.000
H 0.45585 0.47577 3.69171 0.07 -0.05 -0.11 0.056
O -2.86872 0.44547 -3.52517 0.09 -0.20 -0.57 0.027
C -2.92615 0.74196 -2.35093 0.60 -0.02 0.57 -0.580
N -4.04723 1.37085 -1.79908 -0.39 -0.10 0.02 0.135
C -3.95665 1.30317 -0.35542 0.05 0.36 0.17 -0.297
C -2.44109 0.93394 -0.20636 -0.10 -0.11 -0.71 -0.507
O -1.84788 1.03073 0.85650 0.27 -0.11 0.49 -0.016
N -1.93661 0.58268 -1.39839 -0.41 0.07 -0.18 0.098
C -4.90894 0.24641 0.17290 0.12 -0.34 -0.08 -0.147
C -6.26404 0.54531 0.33157 -0.01 0.07 0.15 -0.047
C -7.18166 -0.41818 0.71855 0.33 -0.32 0.10 -0.087
C -6.76313 -1.73568 0.94882 -0.09 0.33 -0.10 -0.100
C -5.43174 -2.05137 0.74801 0.72 0.32 -0.23 -0.075
C -4.49761 -1.07019 0.35894 -0.57 -0.42 0.28 0.009
C -4.08740 2.66193 0.30282 0.25 0.23 -0.39 -0.162
C -3.70399 3.80130 -0.40447 0.08 0.30 -0.27 -0.022
C -3.59145 5.03780 0.22349 -0.29 -0.36 0.40 -0.088
C -3.88075 5.14243 1.58193 -0.21 -0.37 0.12 -0.106
C -4.27661 4.00957 2.29166 0.09 0.03 -0.46 -0.078
C -4.36216 2.77727 1.64969 0.06 0.36 0.32 -0.033
H -4.91555 1.06128 -2.20691 -0.08 0.07 -0.12 0.140
H -6.60329 1.56463 0.18077 0.04 -0.01 -0.02 0.118
H -8.20974 -0.12284 0.85628 -0.19 -0.09 0.02 0.093
H -7.45899 -2.50467 1.27748 0.05 0.19 -0.10 0.096
H -5.06423 -3.06488 0.87590 -0.15 0.06 0.08 0.102
H -3.46493 -1.37413 0.21134 -0.05 0.18 0.03 0.120
H -3.46635 3.71594 -1.46357 -0.08 -0.07 0.21 0.114
H -3.30643 5.92019 -0.32765 0.10 0.05 -0.16 0.092
H -3.81936 6.08854 2.09832 0.06 0.16 -0.03 0.089
H -4.51453 4.07699 3.34105 0.03 0.05 0.18 0.093
H -4.59617 1.88913 2.20641 -0.15 -0.20 0.23 0.117

=====

Record 2
15
Properties=species:S:1:pos:R:3:forces:R:3:nbo_charge:R:1 method="wB97M-V/def2-TZVPD" total_charge=0 gap_ha=0.3524 relative_energy_kcal_mol=151.3 multiplicity=1 e_homo_ha=-0.3445
C -0.56158 -0.52225 0.75591 -4.43 1.14 -2.39 0.436
C -0.44279 0.77421 -0.26506 0.09 1.83 2.88 0.015
C 1.07430 0.99276 -0.69483 -0.69 -1.12 -2.09 -0.130
H 0.70478 -1.66793 2.30588 -1.79 4.51 -2.68 0.410
H 0.68871 0.20889 2.18419 0.31 0.41 -0.17 0.413
H -1.40702 -2.20091 0.96059 -1.69 2.11 -1.47 0.326
H -0.99757 1.89576 -0.04760 1.70 -3.28 0.39 0.219
H -1.12940 -0.81699 -1.29440 -1.11 4.03 0.73 0.537
H 1.83075 0.86042 0.00115 0.91 -0.57 2.09 0.180
H 1.21965 2.02760 -0.98833 -0.30 0.22 -0.85 0.162
H 0.12596 0.00381 -1.90110 4.15 -0.45 -1.07 0.465
N 0.40638 -0.60488 1.67864 1.04 -5.45 2.65 -0.816
N -1.70340 -1.26841 0.38349 6.91 -1.48 3.67 -0.734
O -1.16027 0.34005 -1.32826 0.06 -4.01 -2.91 -0.715
O 1.35150 -0.02212 -1.75027 -5.17 2.10 1.21 -0.766

=====

Record 3
19
Properties=species:S:1:pos:R:3:forces:R:3:nbo_charge:R:1 method="wB97M-V/def2-TZVPD" total_charge=+1 gap_ha=0.3728 relative_energy_kcal_mol=121.5 multiplicity=1 e_homo_ha=-0.5450 smiles=CCCNn1cnn[nH+]1
C -0.53753 1.90769 -0.03133 0.11 -0.11 -0.06 -0.627
C -0.95795 1.16233 1.23784 -0.17 0.01 0.02 -0.430
C -0.22975 -0.14630 1.46456 0.09 0.03 -0.02 -0.226
N -0.50346 -1.16152 0.40836 -0.02 -0.04 0.00 -0.389
N 0.38754 -1.18632 -0.64503 0.12 0.19 -0.17 0.057
C 0.23062 -1.15880 -1.96619 -0.02 0.23 0.34 0.178
N 1.41741 -1.35506 -2.54489 0.10 -0.46 -0.08 -0.180
N 2.30061 -1.54786 -1.60883 -0.27 0.58 0.20 0.077
N 1.68061 -1.41386 -0.45844 0.12 -0.43 -0.33 -0.133
H -1.18605 1.67437 -0.87720 0.03 0.01 -0.03 0.208
H -0.57339 2.98423 0.11540 -0.09 0.01 -0.04 0.252
H 0.49047 1.66822 -0.32088 0.01 0.06 0.05 0.194
H -0.79903 1.78467 2.11957 0.02 -0.05 0.01 0.244
H -2.02982 0.93992 1.21194 0.00 0.15 0.08 0.215
H 0.84868 0.01940 1.50326 0.01 -0.03 0.04 0.193
H -0.52330 -0.61955 2.40045 0.00 0.04 -0.02 0.242
H -1.42168 -1.02580 -0.00314 -0.06 -0.14 0.06 0.398
H -0.71741 -0.98842 -2.45065 0.07 0.00 -0.06 0.262
H 2.12343 -1.53732 0.44519 -0.06 -0.07 0.03 0.463

=====

Record 4
39
Properties=species:S:1:pos:R:3:forces:R:3:nbo_charge:R:1 method="wB97M-V/def2-TZVPD" total_charge=+1 gap_ha=0.2274 multiplicity=1 e_homo_ha=-0.4321
O -3.82228 -2.57480 2.07863 0.95 2.31 -3.02 -1.018
P -3.78149 -1.70037 0.83628 -2.15 -4.64 2.74 2.350
O -2.88351 -2.34245 -0.41195 -1.29 2.22 1.66 -0.923
O -5.37246 -1.63861 0.25956 3.48 1.50 0.37 -0.901
N -3.25285 -0.06245 1.28226 -0.82 -0.19 -1.72 -0.971
C -1.98392 0.28026 1.56347 3.48 1.19 0.78 0.773
N -1.14282 1.25757 0.98570 -1.43 -2.90 0.86 -0.519
C 0.14646 1.22125 1.72057 0.72 -0.07 2.63 -0.269
C -0.43862 0.79769 3.15064 0.21 0.48 -2.47 -0.221
N -1.26603 -0.36195 2.66510 -1.39 0.59 -1.02 -0.613
H -1.92838 -2.33736 -0.21835 -0.37 -0.28 -0.04 0.515
H -5.76840 -0.78354 0.52167 -0.19 -0.55 -0.28 0.503
H -4.00291 0.63660 1.36222 0.80 0.00 -0.59 0.472
H -1.11189 1.32014 -0.03599 -0.65 0.58 0.32 0.451
H 0.80715 0.33801 1.45203 -0.66 1.27 -0.42 0.221
H 0.73035 2.18278 1.79552 -0.88 -0.97 -0.76 0.268
H -1.21854 1.58187 3.34720 1.10 -0.60 0.85 0.211
H 0.32737 0.58045 3.93934 -1.09 0.07 -0.75 0.268
H -0.69148 -1.04750 2.14101 0.14 -0.10 0.89 0.385
C 3.50266 2.81589 -0.63722 0.12 0.13 -0.19 -0.492
Br 2.97045 3.81728 0.93413 0.12 -0.12 -0.19 0.084
Br 5.38865 3.01845 -1.01861 -0.38 -0.10 0.24 0.119
Br 2.99249 0.95345 -0.50184 0.28 0.17 -0.02 0.069
H 2.95905 3.23483 -1.48020 0.08 -0.10 0.11 0.232
C 0.90067 0.80354 -4.47083 0.15 0.11 -0.48 -0.485
Br 1.96055 2.40733 -4.70913 -0.41 -0.70 0.22 0.115
Br 1.93081 -0.80141 -4.79730 -0.21 0.35 0.18 0.118
Br 0.04503 0.76445 -2.72946 -0.12 -0.06 -0.08 0.004
H 0.10845 0.83056 -5.21325 0.05 -0.05 0.22 0.233
C 6.18604 2.74470 -4.86317 0.15 -0.10 -0.07 -0.491
Br 4.71754 3.99761 -4.69054 0.56 0.23 -0.11 0.081
Br 5.55646 0.92276 -5.05085 0.07 0.32 0.03 0.091
Br 7.38900 3.24305 -6.29489 -0.30 -0.09 0.27 0.116
H 6.75342 2.79179 -3.93840 -0.14 0.01 -0.14 0.224
C -3.40030 -5.72878 4.10848 -0.17 0.02 -0.04 -0.490
Br -3.93698 -4.72071 5.67268 0.13 -0.19 -0.25 0.091
Br -1.49770 -5.57526 3.77389 -0.23 -0.03 0.07 0.067
Br -3.96276 -7.57842 4.21570 0.15 0.34 0.02 0.101
H -3.90928 -5.28870 3.25589 0.12 -0.02 0.16 0.231